Molecular formula: O4S
Method: DFT, the ωB97M-V functional and the def2-TZVPD basis

Atoms and positions in Å:
1 O 2.05 0.36 0.13
2 O -0.15 -1.61 -0.15
3 O -0.84 0.75 -0.75
4 O -1.12 0.62 0.70
5 S 0.08 -0.27 0.08

The maximum force is 3.9 eV Å⁻¹. Its energy is -698.83080 a.u. The spin multiplicity is 3. The LUMO energy (spin up / spin down) is -0.1 / -2.5 eV. For the relative energy (zero: lowest compared OMol25 entry of this formula, charge and spin), the calculation gives 315.6 kJ/mol. As for the charge: 0. The HOMO energy (spin up / spin down) comes out at -10.67 / -11.84 eV.